Arrangement w

Below is 2 unconnected molecules or ions with the total composition C2H4FN, with properties calculated with wB97M-V/def2-TZVPD.

```
! RIJCOSX wB97M-V def2-TZVPD def2/J DEFGRID3
* xyz 0 1
C -0.445 0.139 -0.125
C 0.921 -0.189 -0.144
N -1.004 1.117 0.408
F -1.239 -0.871 -0.742
H 0.898 -0.996 1.222
H 1.610 0.614 -0.191
H 1.235 -0.881 -0.815
H -1.976 1.067 0.388
*
```

HOMO-LUMO gap in eV: 11.0176
LUMO in eV: 0.207
HOMO in eV: -10.81



Arrangement x

Below is a molecular structure, C2H4FN, with properties calculated with wB97M-V/def2-TZVPD.

```
! RIJCOSX wB97M-V def2-TZVPD def2/J DEFGRID3
* xyz 0 1
C 0.199 0.650 0.232
C 0.660 -0.671 -0.153
N -0.998 0.331 -0.518
F -1.944 -0.391 0.295
H -0.132 0.855 1.196
H 0.805 1.449 -0.181
H 1.020 -0.539 -1.113
H 0.391 -1.685 0.241
*
```

HOMO-LUMO gap in eV: 9.7717
LUMO in eV: 0.231
HOMO in eV: -9.54



Energies relative to the most stable structure are arrangement w 0.0; arrangement x 260.7, reported in kJ/mol.



Arrangement w

Below is a gas-phase ion, C6H11N4 (charge +1), with properties calculated with wB97M-V/def2-TZVPD.

```
! RIJCOSX wB97M-V def2-TZVPD def2/J DEFGRID3
* xyz 1 1
C 0.295 0.930 0.151
C 0.763 -0.480 -0.029
C -1.156 1.383 0.386
C -2.323 -1.510 0.204
C -2.103 0.759 -0.568
C 3.117 -1.320 -0.233
N 1.300 1.782 0.189
N 2.364 1.077 0.113
N 2.099 -0.263 -0.049
N -2.815 -0.332 0.052
H -1.438 1.196 1.486
H -1.204 2.422 0.281
H -1.345 -1.618 -0.317
H -2.833 -2.353 0.699
H -2.949 1.388 -0.962
H -1.552 0.189 -1.406
H 2.624 -2.097 -0.587
H 3.904 -1.133 -0.942
H 3.535 -1.439 0.714
H 3.365 1.487 0.183
H -3.648 -0.066 0.635
*
```

HOMO-LUMO gap in eV: 7.8531
LUMO in eV: -4.510
HOMO in eV: -12.36



Arrangement x

Below is a gas-phase ion, C6H11N4 (charge +1), with properties calculated with wB97M-V/def2-TZVPD.

```
! RIJCOSX wB97M-V def2-TZVPD def2/J DEFGRID3
* xyz 1 1
C 0.596 -2.344 -1.579
N -0.377 -1.292 -1.321
C -0.878 -0.610 -0.484
N -1.583 0.442 -0.163
C -2.990 0.233 0.159
C -0.883 1.549 0.378
C 0.390 1.416 0.823
N 1.561 1.893 1.255
C 1.602 0.494 1.024
N 2.421 0.065 -0.118
H 0.671 -2.512 -2.585
H 1.487 -1.869 -1.203
H 0.220 -3.223 -0.974
H -3.360 1.232 0.496
H -3.079 -0.407 1.062
H -3.565 -0.188 -0.590
H -1.579 2.372 0.537
H 1.754 2.449 2.044
H 1.670 -0.249 1.787
H 3.207 -0.317 0.245
H 2.714 0.866 -0.794
*
```

HOMO-LUMO gap (spin up / spin down) in eV: 8.2195 / 8.2202
LUMO (spin up / spin down) in eV: -4.024 / -4.024
HOMO (spin up / spin down) in eV: -12.24 / -12.24



Energies relative to the most stable structure are arrangement w 0.0; arrangement x 11.6, reported in kJ/mol.



Arrangement w

Below is 2 unconnected molecules or ions with the total composition C4H12OS2, with properties calculated with wB97M-V/def2-TZVPD.

```
! RIJCOSX wB97M-V def2-TZVPD def2/J DEFGRID3
* xyz 0 1
C -1.396 0.266 -2.431
C -0.395 -0.157 -1.359
C -0.791 0.242 0.057
S -0.714 2.069 0.412
S 1.056 2.304 1.436
C 0.450 2.251 3.100
H -2.299 -0.168 -2.221
H -0.937 0.364 -3.404
H -1.783 1.411 -2.308
H 0.532 0.130 -1.752
H -0.320 -1.178 -1.415
H 0.162 -0.059 0.668
H -1.625 -0.272 0.392
H -0.463 3.078 3.298
H 1.230 2.387 3.822
H 0.040 1.188 3.326
O 2.749 -4.715 -0.741
H 2.360 -3.831 -0.576
H 2.145 -5.311 -0.304
*
```

HOMO-LUMO gap in eV: 9.4954
LUMO in eV: 0.499
HOMO in eV: -9.00



Arrangement x

Below is 2 unconnected molecules or ions with the total composition C4H12OS2, with properties calculated with wB97M-V/def2-TZVPD.

```
! RIJCOSX wB97M-V def2-TZVPD def2/J DEFGRID3
* xyz 0 1
C -0.047 3.552 0.685
C -0.796 2.984 -0.512
S -1.959 1.531 -0.368
S -0.488 0.155 -0.487
C -1.462 -1.181 -1.361
C -0.850 -2.553 -1.084
H 0.203 4.551 0.199
H 0.748 3.007 1.095
H -0.844 3.744 1.522
H 0.079 2.625 -1.220
H -1.448 3.840 -0.855
H -2.565 -1.151 -0.988
H -1.530 -0.820 -2.476
H -1.288 -3.391 -1.772
H -0.803 -2.791 0.034
H 0.178 -2.381 -1.331
O 4.105 -3.707 2.735
H 4.700 -3.356 3.441
H 4.068 -4.657 2.744
*
```

HOMO-LUMO gap in eV: 8.5318
LUMO in eV: 0.760
HOMO in eV: -7.77



Arrangement y

Below is 2 unconnected molecules or ions with the total composition C4H12OS2, with properties calculated with wB97M-V/def2-TZVPD.

```
! RIJCOSX wB97M-V def2-TZVPD def2/J DEFGRID3
* xyz 0 1
C -1.558 -2.112 -0.351
C -0.380 -1.196 -0.714
C -0.209 0.019 0.152
S -1.461 1.303 -0.157
S -0.471 2.983 0.453
C -0.420 2.907 2.265
H -1.548 -2.927 -1.094
H -2.565 -1.663 -0.335
H -1.349 -2.541 0.644
H 0.601 -1.703 -0.787
H -0.580 -0.707 -1.687
H -0.093 -0.245 1.220
H 0.754 0.438 -0.198
H -0.479 1.898 2.708
H -1.356 3.445 2.490
H 0.418 3.448 2.734
O 3.556 -1.517 -2.468
H 3.865 -0.959 -1.718
H 3.276 -0.872 -3.157
*
```

HOMO-LUMO gap in eV: 9.0968
LUMO in eV: 0.601
HOMO in eV: -8.50



Energies relative to the most stable structure are arrangement w 116.8; arrangement x 105.2; arrangement y 0.0, reported in kJ/mol.



Arrangement w

Below is 2 unconnected molecules or ions with the total composition C3H10N2O, with properties calculated with wB97M-V/def2-TZVPD.

```
! RIJCOSX wB97M-V def2-TZVPD def2/J DEFGRID3
* xyz -1 2
C -0.791 1.045 0.887
C 0.315 0.532 0.016
C 0.655 -0.731 0.144
N 1.925 -1.174 -0.267
N 0.617 1.517 -1.060
H -1.476 1.841 0.377
H -1.360 0.248 1.433
H -0.214 1.536 1.748
H 0.083 -1.316 0.830
H 2.100 -0.726 -1.190
H 2.223 -2.165 -0.280
H 1.604 1.718 -1.136
H -0.017 2.391 -0.857
H -1.536 -1.215 -0.828
H -1.921 -2.082 0.316
O -2.208 -1.418 -0.133
*
```

Expectation value of S²: 0.75
HOMO-LUMO gap (spin up / spin down) in eV: 3.1443 / 7.6002
LUMO (spin up / spin down) in eV: 4.331 / 4.029
HOMO (spin up / spin down) in eV: 1.19 / -3.57



Arrangement x

Below is 2 unconnected molecules or ions with the total composition C3H10N2O, with properties calculated with wB97M-V/def2-TZVPD.

```
! RIJCOSX wB97M-V def2-TZVPD def2/J DEFGRID3
* xyz -1 2
C -2.511 0.720 -3.004
C -2.961 -0.174 -2.079
N -3.280 1.795 -3.548
H -1.771 0.352 -3.713
H -2.640 -1.218 -2.190
H -3.973 -0.215 -1.683
H 3.720 -0.547 3.998
H -4.039 1.423 -4.171
H -2.649 2.314 -4.151
N 3.020 -1.306 1.661
C 2.279 -0.628 2.705
O 2.899 -0.088 3.841
H 2.424 -1.813 1.038
H 3.898 -1.734 1.912
H 1.362 -1.168 2.999
H 1.755 0.205 2.203
*
```

Expectation value of S²: 0.75
HOMO-LUMO gap (spin up / spin down) in eV: 1.6783 / 8.0102
LUMO (spin up / spin down) in eV: 2.946 / 3.166
HOMO (spin up / spin down) in eV: 1.27 / -4.84



Energies relative to the most stable structure are arrangement w 0.0; arrangement x 58.3, reported in kJ/mol.



Arrangement w

Below is 2 unconnected molecules or ions with the total composition CH6N2O2, with properties calculated with wB97M-V/def2-TZVPD.

```
! RIJCOSX wB97M-V def2-TZVPD def2/J DEFGRID3
* xyz 0 1
C -1.166 0.657 -0.330
N -0.540 -0.630 0.440
N 0.019 -1.575 -0.183
O 1.550 0.634 0.407
O 2.065 -0.346 -0.417
H -1.283 1.282 0.524
H -0.319 1.021 -0.914
H -2.101 0.299 -0.920
H -0.465 -0.623 1.458
H 0.028 -1.358 -1.254
H 2.213 0.640 1.188
*
```

HOMO-LUMO gap (spin up / spin down) in eV: 7.2315 / 9.3635
LUMO (spin up / spin down) in eV: 0.128 / 0.728
HOMO (spin up / spin down) in eV: -7.10 / -8.64



Arrangement x

Below is CH6N2O2 in the gas phase, with properties calculated with wB97M-V/def2-TZVPD.

```
! RIJCOSX wB97M-V def2-TZVPD def2/J DEFGRID3
* xyz 0 1
C -0.339 1.132 -1.320
O 0.608 1.344 -0.303
O 0.303 0.580 0.897
N 0.850 -0.711 0.645
N -0.095 -1.657 1.118
H -0.012 1.771 -2.140
H -1.342 1.432 -1.000
H -0.349 0.088 -1.649
H 1.691 -0.777 1.219
H -0.440 -1.482 2.063
H -0.875 -1.719 0.471
*
```

HOMO-LUMO gap in eV: 10.8698
LUMO in eV: 1.094
HOMO in eV: -9.78



Energies relative to the most stable structure are arrangement w 164.4; arrangement x 0.0, reported in kJ/mol.



Arrangement w

Below is C3H8N4S in the gas phase, with properties calculated with wB97M-V/def2-TZVPD.

```
! RIJCOSX wB97M-V def2-TZVPD def2/J DEFGRID3
* xyz 0 1
N -2.964 -0.361 0.113
N -1.861 -1.047 -0.228
C -0.450 -0.773 -0.294
N 0.349 -1.782 -0.149
S 2.022 -1.488 -0.218
C 2.192 0.218 0.502
C 1.373 1.146 -0.433
N -0.068 0.532 -0.359
H -3.074 0.074 1.210
H -3.074 0.448 -0.607
H -1.730 -2.109 0.172
H 1.946 0.259 1.593
H 3.325 0.437 0.536
H 1.596 1.239 -1.596
H 1.323 2.124 0.102
H -0.905 1.085 -0.344
*
```

HOMO-LUMO gap in eV: 8.1193
LUMO in eV: 0.657
HOMO in eV: -7.46



Arrangement x

Below is C3H8N4S in the gas phase, with properties calculated with wB97M-V/def2-TZVPD.

```
! RIJCOSX wB97M-V def2-TZVPD def2/J DEFGRID3
* xyz 0 1
H -1.810 -1.301 -1.395
N -0.814 -1.232 -1.336
C -0.287 -0.098 -1.121
N 1.169 -0.084 -1.176
C 2.132 0.706 -0.519
N 2.338 0.659 0.780
N 1.340 -0.070 1.523
S -1.056 1.365 -0.401
C -2.290 0.346 0.526
H 1.456 -1.041 -1.454
H 2.648 1.280 -1.330
H 1.013 -0.846 1.061
H 1.612 -0.315 2.520
H -1.697 -0.594 0.995
H -3.172 0.232 -0.125
H -2.581 0.992 1.451
*
```

HOMO-LUMO gap in eV: 9.7800
LUMO in eV: 0.723
HOMO in eV: -9.06



Arrangement y

Below is C3H8N4S in the gas phase, with properties calculated with wB97M-V/def2-TZVPD.

```
! RIJCOSX wB97M-V def2-TZVPD def2/J DEFGRID3
* xyz 0 1
H -1.719 -2.037 0.681
N -0.754 -1.913 0.510
C -0.372 -0.807 0.011
S 1.149 -0.523 -0.893
N 2.144 0.401 0.091
C 1.695 0.517 1.331
N -1.152 0.397 -0.122
C -0.672 1.777 -0.315
N -2.549 0.130 0.150
H 0.715 -0.083 1.643
H 2.268 0.997 2.115
H -0.657 2.405 0.567
H -1.207 2.230 -1.135
H 0.444 1.786 -0.609
H -3.241 0.504 -0.644
H -2.708 0.536 1.098
*
```

HOMO-LUMO gap in eV: 9.2756
LUMO in eV: 0.652
HOMO in eV: -8.62



Arrangement z

Below is C3H8N4S in the gas phase, with properties calculated with wB97M-V/def2-TZVPD.

```
! RIJCOSX wB97M-V def2-TZVPD def2/J DEFGRID3
* xyz 0 1
C 3.583 -0.368 0.157
C 2.064 -0.115 -0.211
N 1.191 -0.987 0.100
N -0.084 -0.887 -0.283
C -0.904 0.198 -0.006
S -0.311 1.755 0.061
N -2.223 -0.005 -0.043
N -2.767 -1.282 0.070
H 4.096 0.397 0.787
H 4.160 -0.837 -0.804
H 3.546 -1.408 0.636
H 1.896 0.834 -0.804
H -0.844 -1.548 -0.038
H -2.594 0.931 -0.033
H -3.804 -1.050 -0.475
H -2.763 -1.562 1.205
*
```

HOMO-LUMO gap in eV: 8.2593
LUMO in eV: 0.178
HOMO in eV: -8.08



Energies relative to the most stable structure are arrangement w 51.6; arrangement x 0.0; arrangement y 95.7; arrangement z 178.6, reported in kJ/mol.